Formula: C3H5NO2S
Source: the Open Molecules 2025 dataset
Level of theory: ωB97M-V/def2-TZVPD

```
12
Properties=species:S:1:pos:R:3:forces:R:3
C -0.488 1.186 -0.500 -0.4 -0.7 -1.3
C 0.146 -1.269 -0.512 0.3 6.7 4.0
C -0.932 -0.187 -0.131 7.0 0.7 -0.7
N -0.464 0.765 0.897 1.0 1.3 0.1
O 1.479 0.238 2.566 0.4 0.5 -0.4
O 1.338 -0.654 0.169 1.1 -0.7 -0.3
S 1.336 0.726 1.215 -3.4 -3.8 -0.8
H 0.460 1.323 -1.093 -0.9 -0.4 0.8
H -1.256 1.814 -0.854 -0.7 1.2 0.1
H -0.107 -2.182 -0.202 -0.5 -3.7 1.7
H 0.325 -1.216 -1.496 0.8 0.0 -3.6
H -1.838 -0.543 -0.059 -4.9 -1.1 0.4
```
Forces are in eV/Å.

## Properties
Total charge   0
ΔE to the lowest compared entry with this formula, charge and spin   3.751 eV
Gap between HOMO and LUMO   0.3920 Ha
HOMO energy   -0.369 Ha